88
Properties=species:S:1:pos:R:3:lowdin_charge:R:1 method="wB97M-V/def2-TZVPD" e_lumo_ev=-0.10 gap_ev=7.503 energy_ha=-3918.82860 de_lowest_kcal_mol=18.7 e_homo_ev=-7.606
In -0.4406 -1.0562 -0.8635 0.99
C -0.5765 0.1471 5.1800 -0.03
C 0.7537 0.3849 4.5023 -0.24
C 1.7200 1.1173 5.1981 -0.05
C 2.9847 1.3490 4.6842 -0.08
C 3.3229 0.8396 3.4379 -0.09
C 2.3767 0.1274 2.7223 -0.12
C 1.0933 -0.1129 3.2322 -0.29
P 0.0630 -1.0437 2.0405 1.12
C -1.6961 -0.9919 2.5491 -0.33
C -2.3008 0.1912 2.0972 -0.12
C -3.6488 0.4412 2.2738 -0.06
C -4.4284 -0.5184 2.9041 -0.07
C -3.8449 -1.6895 3.3546 -0.05
C -2.4817 -1.9564 3.2017 -0.27
C -1.9695 -3.2543 3.7811 -0.04
C 0.7530 -2.7037 2.0429 -0.34
C 1.7851 -3.1195 2.8943 -0.09
C 2.4721 -4.2915 2.6496 -0.09
C 2.1673 -5.0446 1.5124 -0.08
C 1.1534 -4.6462 0.6669 -0.04
C 0.3989 -3.4919 0.9308 -0.33
C -0.7161 -3.1006 0.0681 -0.15
H -0.5340 0.4935 6.2131 0.08
H -0.8408 -0.9111 5.1846 0.08
H -1.3878 0.6778 4.6792 0.08
H 1.4669 1.5035 6.1804 0.11
H 3.7076 1.9139 5.2625 0.10
H 4.3119 1.0002 3.0247 0.10
H 2.6272 -0.2597 1.7422 0.10
H -1.6881 0.9344 1.5930 0.07
H -4.0805 1.3600 1.8951 0.11
H -5.4902 -0.3553 3.0451 0.10
H -4.4591 -2.4312 3.8568 0.11
H -2.3604 -3.3872 4.7923 0.08
H -0.8904 -3.3007 3.8274 0.05
H -2.3156 -4.1049 3.1868 0.09
H 2.0443 -2.5172 3.7560 0.11
H 3.2515 -4.6170 3.3285 0.10
H 2.7276 -5.9479 1.2946 0.10
H 0.9157 -5.2335 -0.2158 0.12
H -1.6425 -2.8467 0.5847 0.05
H -0.8863 -3.7256 -0.8023 0.06
Cl -2.6160 -0.5791 -7.8438 0.64
C -1.9438 -1.0231 -6.2963 -0.67
C -0.5733 -1.3067 -6.2048 -0.12
C -0.0273 -1.6823 -5.0073 -0.57
Cl 1.6709 -2.0226 -4.9019 0.71
C -0.8122 -1.8073 -3.8182 -0.39
O -0.3152 -2.2439 -2.7122 -0.15
C -2.1811 -1.4510 -3.9453 -0.12
C -3.0448 -1.3682 -2.7840 -0.16
O -2.7129 -1.4258 -1.6032 -0.02
C -2.7339 -1.0904 -5.1871 -0.07
H 0.0523 -1.2258 -7.0851 0.11
H -4.1113 -1.2070 -3.0105 0.14
H -3.7922 -0.8567 -5.2505 0.12
C 3.4180 0.4633 -2.2435 -0.03
N 3.0512 1.6534 -1.4810 -0.12
C 3.8366 2.8585 -1.7214 -0.04
C 2.1237 1.5976 -0.5017 -0.48
C 1.8768 2.8547 0.2896 0.03
O 1.4885 0.5661 -0.2392 -0.08
H 3.4092 0.6940 -3.3086 0.09
H 2.7045 -0.3243 -2.0635 0.07
H 4.4182 0.1220 -1.9624 0.10
H 4.4286 2.7069 -2.6194 0.09
H 4.5199 3.0729 -0.8976 0.09
H 3.2010 3.7279 -1.8791 0.08
H 2.7735 3.1437 0.8427 0.09
H 1.0653 2.6664 0.9835 0.08
H 1.5892 3.6822 -0.3632 0.09
O -1.6378 2.9350 0.4372 -0.29
S -2.1097 2.4225 -0.8239 0.65
O -3.5171 2.2206 -0.9844 -0.27
N -1.2813 1.0694 -1.2659 -0.06
C -0.4115 1.3105 -2.2608 -0.51
O 0.3845 0.4329 -2.6131 0.01
C -0.4750 2.6919 -2.7983 -0.13
C 0.3012 3.2596 -3.7902 0.01
C 0.0967 4.6027 -4.0793 -0.06
C -0.8555 5.3477 -3.3823 -0.06
C -1.6260 4.7726 -2.3779 -0.02
C -1.4158 3.4347 -2.1134 -0.20
H 1.0376 2.6625 -4.3181 0.13
H 0.6825 5.0798 -4.8553 0.11
H -0.9956 6.3935 -3.6235 0.11
H -2.3586 5.3473 -1.8250 0.13

11
Properties=species:S:1:pos:R:3:nbo_charge:R:1 method="wB97M-V/def2-TZVPD" e_lumo_ev=0.75 gap_ev=9.597 energy_ha=-285.33829 de_lowest_kcal_mol=47.9 smiles="CC=C=O.C#N" e_homo_ev=-8.843
C 0.4049 -1.1541 1.1129 -0.61
C -0.8683 -0.5805 0.4641 -0.54
C -1.0531 0.0514 -0.6773 0.72
O -1.4802 0.5325 -1.6608 -0.50
H 0.9805 -0.4714 1.7523 0.23
H 1.0707 -1.5192 0.3341 0.22
H 0.1020 -2.0009 1.7337 0.22
H -1.8317 -1.0277 0.6333 0.26
C 0.9026 2.0670 -1.2281 0.08
N 1.5520 1.5114 -0.4535 -0.33
H 0.2678 2.5526 -1.9439 0.25